Entry 1:
Here is a single C3H7NO2S2 molecule at a distorted geometry from the OMol25 dataset. Energies are from wB97M-V/def2-TZVPD.

Results
E	-30479.6691	eV
structure (SMILES)	N[C@@H](CSS)C(=O)O
E_LUMO	0.0073	Eh

Each line ends with the natural charge from an NBO analysis.
Geometry (Å):
H (1.138190, 3.201117, -1.548352)  0.1353
S (-0.142958, 2.897735, -1.904551)  -0.1387
C (-0.711797, -0.807439, 1.380860)  0.8052
N (1.358319, -1.162480, 0.238373)  -0.8193
H (-1.520537, 0.354904, -0.716176)  0.2236
O (-0.310237, -0.151519, 2.558577)  -0.7203
C (0.187045, -0.282048, 0.287292)  -0.1794
O (-1.511073, -1.681456, 1.300423)  -0.5529
H (1.043765, -1.912815, -0.449960)  0.3559
C (-0.641171, -0.145648, -0.995681)  -0.5041
H (2.243670, -0.675903, -0.170030)  0.3826
S (0.075932, 0.852347, -2.401027)  0.0726
H (0.446730, 0.791884, 0.435286)  0.2230
H (-0.867875, -0.149131, 3.301526)  0.4935
H (-0.788003, -1.129548, -1.316560)  0.2231

Cartesian forces (eV/Å) of the 2 atoms listed first:
H -0.46 -0.33 -0.05
S 0.35 -0.94 0.10

***

Entry 2:
Here is a single CHIN2O2S molecule at a distorted geometry from the OMol25 dataset. Energies are from wB97M-V/def2-TZVPD.

Results
E	-27061.1873	eV
E_LUMO	-0.0136	Eh

Each line ends with the natural charge from an NBO analysis.
Geometry (Å):
S (0.654857, 1.211027, 1.177083)  1.5901
O (-0.473603, 2.076805, 1.415124)  -0.8688
C (0.098541, -0.095338, -0.860173)  0.2850
O (-0.037583, -0.496395, 1.401195)  -0.5367
N (-0.179311, -0.975280, 0.108206)  -0.3330
N (0.597798, 1.071217, -0.539275)  -0.7607
H (-0.554178, -1.906207, 0.106185)  0.4238
I (-0.106521, -0.885828, -2.808346)  0.2001

Cartesian forces (eV/Å) of the 2 atoms listed first:
S -2.14 -0.66 -1.72
O 0.40 0.23 0.95